one.
ORCA calculation (the ωB97M-V functional and the def2-TZVPD basis) on a cluster of 2 separate species, C9H11NO3S in total.

```
25
Properties=species:S:1:pos:R:3
C 3.18 -0.66 -1.49
C 2.85 -1.75 -0.75
C 2.58 0.60 -1.11
C 1.75 -1.71 0.15
C 1.42 0.62 -0.38
C 0.98 -0.57 0.35
C 0.72 1.79 0.07
C -0.49 1.27 0.91
C -0.25 -0.21 1.11
N -1.12 -0.83 1.82
O -4.98 -0.36 -1.32
O -3.40 1.15 -0.12
O -3.38 -1.28 0.27
S -4.49 -0.09 0.00
H 3.91 -0.63 -2.20
H 3.46 -2.65 -0.67
H 3.12 1.45 -1.53
H 1.50 -2.68 0.65
H 1.36 2.32 0.79
H 0.32 2.45 -0.67
H -0.63 1.68 1.84
H -1.52 1.45 0.43
H -1.03 -1.87 1.87
H -2.62 -1.11 0.93
H -3.23 1.61 -0.94
```

Total charge: 0
Spin multiplicity: 1
E_LUMO (eV): -0.18

Need the Mulliken charges? In units of e they are: atom 1 (C): -0.592, atom 2 (C): -0.518, atom 3 (C): -0.471, atom 4 (C): -0.231, atom 5 (C): 0.322, atom 6 (C): 0.206, atom 7 (C): -0.734, atom 8 (C): -0.107, atom 9 (C): 0.550, atom 10 (N): -0.931, atom 11 (O): -0.502, atom 12 (O): -0.527, atom 13 (O): -0.532, atom 14 (S): 0.679, atom 15 (H): 0.491, atom 16 (H): 0.345, atom 17 (H): 0.352, atom 18 (H): 0.287, atom 19 (H): 0.197, atom 20 (H): 0.381, atom 21 (H): 0.487, atom 22 (H): -0.170, atom 23 (H): 0.224, atom 24 (H): 0.471, atom 25 (H): 0.325

---

two.
ORCA calculation (the ωB97M-V functional and the def2-TZVPD basis) on a cluster of 2 separate species, C9H11NO3S in total.

```
25
Properties=species:S:1:pos:R:3
C 3.89 -0.55 -0.63
C 3.83 0.82 -0.59
C 2.75 -1.25 -0.19
C 2.66 1.40 -0.14
C 1.69 -0.52 0.14
C -1.93 -0.36 -1.61
C -3.08 -0.98 -0.70
C -2.02 -0.15 -0.19
C -1.28 1.97 0.74
N 1.52 0.77 0.15
O 0.26 -2.44 -0.80
O 0.32 -2.19 1.66
O -2.13 0.89 0.57
S 0.13 -1.56 0.37
H 4.93 -1.05 -0.83
H 4.60 1.38 -1.06
H 2.64 -2.27 -0.24
H 2.49 2.48 -0.07
H -1.13 -0.98 -2.02
H -2.11 0.55 -2.23
H -4.09 -0.42 -0.93
H -2.99 -2.07 -0.43
H -2.00 2.73 1.14
H -0.72 2.24 -0.14
H -0.44 1.61 1.44
```

Total charge: 0
Spin multiplicity: 1
E_LUMO (spin up / spin down) (eV): -0.49 / -0.48

Need the Mulliken charges? In units of e they are: atom 1 (C): -0.303, atom 2 (C): -0.543, atom 3 (C): -0.776, atom 4 (C): -0.331, atom 5 (C): 0.509, atom 6 (C): -0.566, atom 7 (C): -0.449, atom 8 (C): 0.624, atom 9 (C): -0.604, atom 10 (N): -0.144, atom 11 (O): -0.646, atom 12 (O): -0.664, atom 13 (O): -0.365, atom 14 (S): 0.889, atom 15 (H): 0.271, atom 16 (H): 0.401, atom 17 (H): 0.490, atom 18 (H): 0.371, atom 19 (H): 0.251, atom 20 (H): 0.223, atom 21 (H): 0.242, atom 22 (H): 0.259, atom 23 (H): 0.244, atom 24 (H): 0.330, atom 25 (H): 0.285

---

What should be chosen as the least stable of them? Choose two.

---

one.
ORCA calculation (the ωB97M-V functional and the def2-TZVPD basis) on a cluster of 2 separate species, C4H8FIO in total.

```
15
Properties=species:S:1:pos:R:3
C -0.52 -0.29 -1.10
C 0.32 1.81 1.35
C -0.22 -1.32 -0.01
C 0.97 -1.02 0.87
O 0.05 -2.58 -0.67
F 2.12 -0.96 0.23
I 1.19 -1.83 2.85
H -1.43 0.33 -0.95
H 0.39 0.26 -1.51
H -0.82 -0.98 -1.97
H -0.35 2.19 0.68
H 1.33 1.41 1.10
H -0.09 1.52 2.40
H -1.10 -1.45 0.58
H 1.00 -2.51 -1.01
```

Total charge: 0
Spin multiplicity: 1
E_LUMO (spin up / spin down) (eV): -0.10 / 0.07

Need the Mulliken charges? In units of e they are: atom 1 (C): -1.194, atom 2 (C): -0.821, atom 3 (C): 0.436, atom 4 (C): -0.241, atom 5 (O): -0.548, atom 6 (F): -0.240, atom 7 (I): 0.017, atom 8 (H): 0.292, atom 9 (H): 0.242, atom 10 (H): 0.397, atom 11 (H): 0.364, atom 12 (H): 0.282, atom 13 (H): 0.225, atom 14 (H): 0.431, atom 15 (H): 0.357

---

two.
ORCA calculation (the ωB97M-V functional and the def2-TZVPD basis) on a structure of composition C4H8FIO.

```
15
Properties=species:S:1:pos:R:3
C -0.96 0.92 -0.18
C 0.87 -1.64 0.14
C 0.62 0.83 -0.30
C 1.25 -0.26 0.49
O 1.18 2.28 0.18
F 1.01 -0.06 1.89
I 3.34 0.01 0.00
H -1.20 1.60 -0.97
H -1.50 0.09 -0.03
H -1.34 1.46 0.79
H 0.79 -1.86 -0.97
H 0.01 -2.11 0.59
H 1.55 -2.47 0.52
H 0.85 0.82 -1.35
H 0.80 2.82 -0.47
```

Total charge: 0
Spin multiplicity: 1
E_LUMO (eV): 0.47

Need the Mulliken charges? In units of e they are: atom 1 (C): -1.286, atom 2 (C): -1.321, atom 3 (C): -0.015, atom 4 (C): 0.433, atom 5 (O): -0.508, atom 6 (F): -0.318, atom 7 (I): 0.079, atom 8 (H): 0.338, atom 9 (H): 0.411, atom 10 (H): 0.300, atom 11 (H): 0.322, atom 12 (H): 0.416, atom 13 (H): 0.386, atom 14 (H): 0.472, atom 15 (H): 0.290

---

What should be chosen as the least stable of them? Choose one.

---

one.
ORCA calculation (the ωB97M-V functional and the def2-TZVPD basis) on a cluster of 2 separate species, C4H11N2O2 in total.

```
19
Properties=species:S:1:pos:R:3
C 2.57 0.39 -0.24
C 2.66 0.20 1.26
N 1.49 -0.06 1.85
O 3.75 0.28 1.84
H 1.84 1.16 -0.49
H 2.24 -0.53 -0.72
H 3.54 0.66 -0.65
H 0.55 -0.17 1.25
H 1.60 -0.43 2.78
C -3.11 0.40 -0.62
N -2.22 -0.58 -1.24
C -0.83 -0.46 -0.74
O -0.71 -0.35 0.60
H -3.08 0.40 0.47
H -4.15 0.17 -0.91
H -2.87 1.40 -0.97
H -2.56 -1.50 -0.98
H -0.40 0.38 -1.31
H -0.33 -1.35 -1.18
```

Total charge: -1
Spin multiplicity: 1
E_LUMO (eV): 4.05

Need the Mulliken charges? In units of e they are: atom 1 (C): -0.859, atom 2 (C): 0.564, atom 3 (N): -0.352, atom 4 (O): -0.738, atom 5 (H): 0.241, atom 6 (H): 0.224, atom 7 (H): 0.301, atom 8 (H): 0.366, atom 9 (H): 0.178, atom 10 (C): -0.767, atom 11 (N): -0.443, atom 12 (C): -0.343, atom 13 (O): -0.842, atom 14 (H): 0.281, atom 15 (H): 0.317, atom 16 (H): 0.224, atom 17 (H): 0.252, atom 18 (H): 0.192, atom 19 (H): 0.205

---

two.
ORCA calculation (the ωB97M-V functional and the def2-TZVPD basis) on the ion C4H11N2O2 with charge -1.

```
19
Properties=species:S:1:pos:R:3
O 2.52 0.92 0.70
C 2.00 0.46 1.79
N 0.70 -0.39 1.44
C 0.98 -1.15 0.04
C -0.43 -0.98 -0.47
N -1.28 0.35 -0.48
C -1.42 1.11 -1.60
O -2.77 1.00 -2.07
H 2.70 -0.26 2.34
H 1.62 1.21 2.64
H 0.54 -1.04 2.08
H 1.28 -2.13 0.18
H 1.74 -0.56 -0.58
H -1.05 -1.47 0.37
H -0.70 -1.43 -1.39
H -0.94 0.80 0.30
H -0.80 1.06 -2.45
H -1.40 2.15 -1.25
H -3.27 0.35 -1.58
```

Total charge: -1
Spin multiplicity: 1
E_LUMO (eV): 3.80
SMILES: [O-]CNCCNCO

Need the Mulliken charges? In units of e they are: atom 1 (O): -0.819, atom 2 (C): -0.334, atom 3 (N): -0.425, atom 4 (C): -0.442, atom 5 (C): -0.854, atom 6 (N): -0.361, atom 7 (C): -0.221, atom 8 (O): -0.564, atom 9 (H): 0.206, atom 10 (H): 0.162, atom 11 (H): 0.153, atom 12 (H): 0.353, atom 13 (H): 0.277, atom 14 (H): 0.200, atom 15 (H): 0.523, atom 16 (H): 0.297, atom 17 (H): 0.314, atom 18 (H): 0.260, atom 19 (H): 0.276

---

What should be chosen as the least stable of them? Choose two.

---

one.
ORCA calculation (the ωB97M-V functional and the def2-TZVPD basis) on an isolated molecule of C17H19ClN4O2.

```
43
Properties=species:S:1:pos:R:3
C 1.73 5.21 2.12
C 1.32 4.65 0.76
O 1.71 5.27 -0.22
C 0.55 3.41 0.63
C -0.04 3.03 -0.55
C -0.69 1.79 -0.68
C -0.77 0.88 0.35
C -0.25 1.29 1.58
C 0.44 2.53 1.72
O -0.28 0.44 2.67
C -1.12 -0.69 2.57
C -1.40 -1.50 3.69
N -2.22 -2.55 3.63
N -2.86 -2.81 2.47
C -2.59 -2.14 1.35
Cl -3.39 -2.71 -0.10
C -1.68 -1.09 1.36
N -1.27 -0.43 0.19
C -0.80 -1.16 -1.02
C 0.49 -1.99 -0.81
C 1.75 -1.35 -1.37
N 2.25 -0.24 -0.49
C 3.11 0.74 -1.14
C 2.74 -0.62 0.87
H 0.86 5.48 2.71
H 2.32 4.45 2.63
H 2.33 6.15 2.00
H 0.00 3.67 -1.43
H -1.05 1.53 -1.66
H 0.89 2.72 2.71
H -0.86 -1.30 4.64
H -1.56 -1.86 -1.35
H -0.65 -0.49 -1.87
H 0.63 -2.27 0.21
H 0.39 -2.96 -1.30
H 2.51 -2.13 -1.44
H 1.49 -0.99 -2.39
H 3.53 1.46 -0.42
H 2.59 1.28 -1.94
H 3.93 0.19 -1.61
H 1.93 -1.02 1.46
H 3.56 -1.37 0.82
H 3.18 0.25 1.39
```

Total charge: 0
Spin multiplicity: 1
E_LUMO (eV): -0.03
SMILES: CC(=O)c1ccc2c(c1)Oc1cnnc(Cl)c1N2CCCN(C)C

Need the Mulliken charges? In units of e they are: atom 1 (C): -1.199, atom 2 (C): 0.732, atom 3 (O): -0.603, atom 4 (C): 0.561, atom 5 (C): -0.848, atom 6 (C): -0.611, atom 7 (C): 0.341, atom 8 (C): 0.428, atom 9 (C): -0.933, atom 10 (O): -0.417, atom 11 (C): 0.819, atom 12 (C): -0.674, atom 13 (N): -0.591, atom 14 (N): -0.342, atom 15 (C): 0.413, atom 16 (Cl): -0.184, atom 17 (C): 0.059, atom 18 (N): 0.243, atom 19 (C): -0.691, atom 20 (C): -0.750, atom 21 (C): -1.055, atom 22 (N): 0.684, atom 23 (C): -1.200, atom 24 (C): -1.136, atom 25 (H): 0.356, atom 26 (H): 0.318, atom 27 (H): 0.306, atom 28 (H): 0.430, atom 29 (H): 0.581, atom 30 (H): 0.299, atom 31 (H): 0.476, atom 32 (H): 0.183, atom 33 (H): 0.491, atom 34 (H): 0.432, atom 35 (H): 0.421, atom 36 (H): 0.418, atom 37 (H): 0.343, atom 38 (H): 0.328, atom 39 (H): 0.291, atom 40 (H): 0.383, atom 41 (H): 0.249, atom 42 (H): 0.317, atom 43 (H): 0.332

---

two.
ORCA calculation (the ωB97M-V functional and the def2-TZVPD basis) on an isolated molecule of C17H19ClN4O2.

```
43
Properties=species:S:1:pos:R:3
C -2.18 -3.42 -0.63
C -3.39 -3.11 0.24
C -3.96 -1.72 -0.04
N -3.04 -0.67 0.35
C -2.32 0.01 -0.55
O -2.43 -0.08 -1.76
C -1.30 0.96 0.04
N -1.38 2.23 -0.32
C -0.42 3.07 0.02
C -0.60 4.50 -0.36
C 0.73 2.60 0.68
C 1.90 3.48 0.99
N 0.80 1.34 1.08
C -0.20 0.52 0.79
C -0.09 -0.85 1.39
O -0.95 -1.31 2.12
N 1.06 -1.51 1.13
C 2.07 -1.13 0.24
C 1.78 -0.63 -1.02
C 2.81 -0.26 -1.87
C 4.13 -0.40 -1.49
C 4.41 -0.94 -0.24
Cl 6.06 -1.15 0.25
C 3.40 -1.31 0.63
H -2.44 -3.34 -1.69
H -1.81 -4.42 -0.44
H -1.37 -2.72 -0.43
H -3.10 -3.16 1.29
H -4.17 -3.85 0.07
H -4.90 -1.58 0.50
H -4.14 -1.59 -1.11
H -2.74 -0.67 1.32
H 0.20 4.82 -1.03
H -1.56 4.63 -0.85
H -0.56 5.13 0.53
H 2.67 2.89 1.48
H 2.30 3.89 0.06
H 1.60 4.30 1.63
H 1.23 -2.33 1.71
H 0.75 -0.54 -1.34
H 2.57 0.13 -2.84
H 4.93 -0.12 -2.15
H 3.64 -1.71 1.60
```

Total charge: 0
Spin multiplicity: 1
E_LUMO (eV): 0.27
SMILES: CCCNC(=O)c1nc(C)c(C)nc1C(=O)Nc1cccc(Cl)c1

Need the Mulliken charges? In units of e they are: atom 1 (C): -0.812, atom 2 (C): -0.317, atom 3 (C): -0.844, atom 4 (N): -0.076, atom 5 (C): 0.065, atom 6 (O): -0.654, atom 7 (C): 0.557, atom 8 (N): -0.518, atom 9 (C): 0.721, atom 10 (C): -1.353, atom 11 (C): 0.532, atom 12 (C): -1.468, atom 13 (N): -0.376, atom 14 (C): 0.533, atom 15 (C): -0.041, atom 16 (O): -0.698, atom 17 (N): 0.024, atom 18 (C): 0.468, atom 19 (C): 0.104, atom 20 (C): -0.818, atom 21 (C): -0.580, atom 22 (C): 0.206, atom 23 (Cl): -0.218, atom 24 (C): -0.820, atom 25 (H): 0.331, atom 26 (H): 0.362, atom 27 (H): -0.045, atom 28 (H): 0.256, atom 29 (H): 0.364, atom 30 (H): 0.319, atom 31 (H): 0.389, atom 32 (H): 0.342, atom 33 (H): 0.304, atom 34 (H): 0.347, atom 35 (H): 0.329, atom 36 (H): 0.339, atom 37 (H): 0.319, atom 38 (H): 0.344, atom 39 (H): 0.310, atom 40 (H): 0.452, atom 41 (H): 0.444, atom 42 (H): 0.440, atom 43 (H): 0.435

---

What should be chosen as the least stable of them? Choose one.